# 1
A molecular structure, C33H16BF4N8S3Sn. Source: the OMol25 dataset; level of theory: ωB97M-V/def2-TZVPD.

Output
net charge: -1
gap between HOMO and LUMO (alpha / beta): 4.80 / 4.80 eV
E_HOMO (alpha / beta): -0.13769 / -0.13772 hartree

Atoms and positions in Å:
Sn1 -1.469 -0.669 0.432
C1 -3.765 4.258 2.246
C2 -4.675 3.810 1.277
C3 -4.240 3.235 0.093
C4 -2.871 3.092 -0.122
C5 -2.105 2.535 -1.240
N1 -2.290 1.108 -1.306
C6 -1.803 0.382 -2.240
C7 -1.298 0.464 -3.618
C8 -1.342 1.463 -4.574
C9 -0.775 1.190 -5.814
C10 -0.171 -0.038 -6.082
C11 -0.112 -1.036 -5.114
C12 -0.689 -0.770 -3.888
C13 -0.731 -1.546 -2.633
N2 -0.019 -2.674 -2.359
C14 0.496 -2.735 -1.173
N3 0.509 -1.753 -0.199
C15 1.477 -2.064 0.700
N4 2.043 -1.301 1.591
C16 1.829 0.050 1.622
N5 0.834 0.763 1.166
C17 1.161 2.140 1.419
N6 0.507 3.184 1.138
C18 -0.679 3.074 0.388
N7 -0.713 2.594 -0.812
C19 -1.971 3.509 0.874
C20 -2.401 4.105 2.055
C21 2.455 2.185 2.144
C22 3.212 3.236 2.621
C23 4.412 2.922 3.251
C24 4.834 1.599 3.383
C25 4.068 0.550 2.885
C26 2.876 0.877 2.270
C27 1.956 -3.449 0.446
C28 2.837 -4.263 1.127
C29 3.072 -5.529 0.597
C30 2.459 -5.942 -0.584
C31 1.590 -5.103 -1.276
C32 1.350 -3.860 -0.730
N8 -1.440 -0.900 -1.760
H1 -4.138 4.723 3.152
H2 -5.737 3.922 1.460
H3 -4.951 2.900 -0.654
H4 -1.784 2.422 -4.336
H5 -0.786 1.951 -6.585
H6 0.270 -0.209 -7.056
H7 0.364 -1.989 -5.305
H8 -1.687 4.443 2.799
H9 2.873 4.258 2.507
H10 5.034 3.716 3.648
H11 5.775 1.391 3.879
H12 4.380 -0.483 2.974
H13 3.317 -3.924 2.036
H14 3.742 -6.208 1.110
H15 2.663 -6.935 -0.966
H16 1.110 -5.408 -2.197
S1 -0.174 1.954 4.618
C33 -0.490 0.284 4.234
S2 0.150 -1.168 4.359
S3 -1.866 1.120 3.622
F1 -3.809 -1.780 -0.247
B1 -3.340 -3.122 -0.322
F2 -3.211 -3.526 -1.641
F3 -4.122 -3.976 0.427
F4 -2.002 -3.051 0.282

---

# 2
2 unconnected molecules or ions with the total composition C4H8BrN2. Source: the OMol25 dataset; level of theory: ωB97M-V/def2-TZVPD.

Output
net charge: +1
gap between HOMO and LUMO (alpha / beta): 6.48 / 6.61 eV
multiplicity: 3
E_HOMO (alpha / beta): -0.36188 / -0.52627 hartree
<S²>: 2.005

Atoms and positions in Å:
C1 -1.333 0.193 1.558
C2 -0.584 -0.670 -0.308
C3 -0.273 0.664 -0.403
C4 0.333 1.497 -1.489
N1 -0.711 1.141 0.831
N2 -1.229 -0.927 0.908
Br1 2.156 -2.600 -0.377
H1 -1.566 0.346 2.543
H2 3.035 -3.639 -0.316
H3 -0.622 -1.326 -1.157
H4 0.560 2.525 -1.158
H5 -0.279 1.556 -2.335
H6 1.245 1.039 -1.711
H7 -0.741 2.048 1.076
H8 -1.501 -1.794 1.285

---

# 3
A molecular structure, C15H24N4ORuS5Si2. Source: the OMol25 dataset; level of theory: ωB97M-V/def2-TZVPD.

Output
net charge: -1
gap between HOMO and LUMO (alpha / beta): 6.41 / 6.89 eV
multiplicity: 2
E_HOMO (alpha / beta): -0.17455 / -0.17590 hartree
<S²>: 0.790

Atoms and positions in Å:
Ru1 -0.348 0.269 0.133
O1 1.103 6.264 3.292
C1 0.858 5.220 2.747
S1 -0.211 5.072 1.338
C2 -0.040 3.336 1.161
C3 0.727 2.684 2.052
S2 0.950 0.965 1.958
S3 1.523 3.662 3.270
S4 -0.743 2.486 -0.178
N1 2.768 -4.704 -0.136
C4 2.094 -3.871 0.740
C5 1.770 -2.554 0.376
N2 1.098 -1.769 1.191
C6 0.748 -2.254 2.384
C7 1.122 -3.530 2.752
N3 1.795 -4.344 1.940
H1 2.541 -4.550 -1.106
H2 2.688 -5.675 0.127
H3 2.047 -2.162 -0.596
H4 0.177 -1.603 3.031
H5 0.863 -3.921 3.728
S5 -1.540 -4.207 -0.393
C8 -1.503 -2.621 -0.102
N4 -1.457 -1.472 0.121
C9 -0.019 2.732 -3.734
Si1 0.341 1.028 -3.011
C10 2.042 1.118 -2.174
C11 0.587 -0.111 -4.508
C12 -1.000 0.267 -1.962
Si2 -2.823 0.730 -1.863
C13 -3.825 -0.655 -2.669
C14 -3.578 0.900 -0.110
C15 -3.291 2.330 -2.751
H6 0.807 3.016 -4.393
H7 -0.124 3.501 -2.967
H8 -0.932 2.720 -4.330
H9 2.802 0.726 -2.857
H10 2.112 0.553 -1.243
H11 2.301 2.151 -1.929
H12 1.401 0.239 -5.149
H13 -0.323 -0.169 -5.112
H14 0.828 -1.127 -4.182
H15 -0.993 -0.802 -2.213
H16 -3.566 -1.617 -2.218
H17 -3.634 -0.729 -3.743
H18 -4.895 -0.487 -2.520
H19 -2.900 0.617 0.692
H20 -4.453 0.247 -0.039
H21 -3.896 1.929 0.078
H22 -3.067 2.287 -3.819
H23 -2.775 3.195 -2.330
H24 -4.368 2.486 -2.640

---

# 4
A molecular structure, C27H30N2ORuS2. Source: the OMol25 dataset; level of theory: ωB97M-V/def2-TZVPD.

Output
net charge: +1
gap between HOMO and LUMO (alpha / beta): 7.31 / 7.89 eV
multiplicity: 2
E_HOMO (alpha / beta): -0.35972 / -0.38235 hartree
<S²>: 0.757

Atoms and positions in Å:
Ru1 -1.395 0.013 -0.478
C1 -0.695 2.074 0.675
C2 -1.429 1.285 1.548
C3 -2.686 1.011 0.905
C4 -2.738 1.702 -0.377
C5 -1.455 2.252 -0.561
C6 -0.958 3.050 -1.724
C7 -3.952 1.827 -1.237
C8 -3.846 0.399 1.618
C9 -1.053 0.810 2.913
C10 0.616 2.724 0.954
H1 -0.084 2.586 -2.185
H2 -0.669 4.054 -1.406
H3 -1.721 3.147 -2.493
H4 -4.256 0.866 -1.647
H5 -3.778 2.516 -2.062
H6 -4.784 2.219 -0.649
H7 -4.285 1.139 2.292
H8 -3.538 -0.454 2.225
H9 -4.621 0.084 0.924
H10 -1.044 -0.280 2.958
H11 -1.765 1.168 3.660
H12 -0.064 1.163 3.200
H13 1.243 2.827 0.067
H14 1.184 2.201 1.721
H15 0.431 3.745 1.301
O1 -3.173 -0.972 -0.818
N1 -3.357 -2.192 -0.295
C11 -4.631 -2.621 -0.182
C12 -4.894 -3.872 0.306
C13 -3.822 -4.688 0.678
C14 -2.534 -4.230 0.541
C15 -2.289 -2.946 0.041
S1 -0.744 -2.265 -0.250
H16 -5.375 -1.913 -0.511
H17 -5.917 -4.203 0.393
H18 -4.005 -5.678 1.072
H19 -1.685 -4.841 0.809
N2 0.779 0.220 -0.818
S2 1.937 -0.865 -0.640
C16 2.911 -0.369 0.771
C17 3.756 0.732 0.735
C18 4.394 1.126 1.899
C19 4.185 0.422 3.080
C20 3.343 -0.680 3.103
C21 2.697 -1.082 1.942
C22 3.117 -0.619 -1.961
C23 4.329 -1.296 -1.901
C24 5.228 -1.152 -2.943
C25 4.913 -0.346 -4.031
C26 3.694 0.311 -4.083
C27 2.781 0.172 -3.045
H20 1.178 1.150 -0.858
H21 3.927 1.264 -0.194
H22 5.061 1.978 1.887
H23 4.691 0.732 3.985
H24 3.191 -1.230 4.022
H25 2.028 -1.934 1.942
H26 4.573 -1.918 -1.048
H27 6.177 -1.670 -2.907
H28 5.619 -0.238 -4.843
H29 3.445 0.929 -4.935
H30 1.814 0.655 -3.085

---

# 5
A molecular structure, C64H50CuF12N12O28S4. Source: the OMol25 dataset; level of theory: ωB97M-V/def2-TZVPD.

Output
net charge: 0
gap between HOMO and LUMO (alpha / beta): 8.37 / 6.10 eV
multiplicity: 2
E_HOMO (alpha / beta): -0.36570 / -0.36570 hartree
<S²>: 0.752

Atoms and positions in Å:
Cu1 0.697 -2.007 -1.592
C1 -0.088 -5.675 -3.118
F1 -0.645 -5.908 -1.948
F2 0.156 -6.770 -3.792
F3 -0.888 -4.941 -3.895
S1 1.507 -4.623 -2.860
O1 2.609 -5.508 -3.006
O2 1.387 -3.560 -3.811
N1 1.267 -4.010 -1.264
S2 1.819 -5.024 -0.150
O3 1.952 -6.419 -0.421
O4 2.920 -4.413 0.547
C2 0.358 -5.049 1.080
F4 0.682 -5.927 2.028
F5 0.109 -3.840 1.562
F6 -0.793 -5.489 0.560
C3 1.921 0.961 1.039
F7 3.014 0.263 1.043
F8 1.678 1.584 2.162
F9 2.074 1.917 0.136
S3 0.428 -0.153 0.652
O5 0.956 -1.499 0.744
O6 -0.666 0.128 1.509
N2 0.093 -0.086 -1.026
S4 -0.545 1.364 -1.351
O7 -0.460 2.361 -0.325
O8 -0.049 1.873 -2.604
C4 -2.371 1.053 -1.644
F10 -2.750 1.847 -2.622
F11 -2.662 -0.200 -1.912
F12 -3.052 1.418 -0.563
C5 -5.964 -3.880 -3.029
C6 -5.896 -3.928 -1.632
C7 -4.703 -3.681 -0.980
C8 -3.635 -3.259 -1.755
C9 -3.690 -3.206 -3.131
C10 -4.849 -3.588 -3.793
N3 -2.341 -3.071 -1.110
O9 -1.384 -2.725 -1.784
O10 -2.310 -3.120 0.085
H1 -6.912 -4.226 -3.425
H2 -6.801 -4.269 -1.151
H3 -4.584 -3.874 0.076
H4 -2.837 -2.980 -3.757
H5 -4.776 -3.677 -4.867
C11 -2.139 4.138 -4.966
C12 -2.635 2.921 -5.418
C13 -3.821 2.814 -6.137
C14 -4.500 3.975 -6.428
C15 -4.105 5.181 -5.880
C16 -2.904 5.265 -5.210
N4 -5.786 3.844 -7.145
O11 -6.585 4.764 -7.036
O12 -5.967 2.805 -7.758
H6 -1.138 3.985 -4.581
H7 -2.011 2.039 -5.343
H8 -4.092 1.836 -6.502
H9 -4.640 6.090 -6.115
H10 -2.646 6.257 -4.861
C17 -0.545 5.412 0.098
C18 -1.190 5.485 1.323
C19 -0.617 6.284 2.298
C20 0.545 6.975 2.023
C21 1.227 6.822 0.830
C22 0.699 5.977 -0.140
N5 1.094 7.908 3.003
O13 0.563 8.087 4.095
O14 2.147 8.483 2.697
H11 -0.931 4.763 -0.680
H12 -2.169 5.043 1.419
H13 -1.155 6.430 3.227
H14 2.228 7.196 0.676
H15 1.294 5.698 -0.995
C23 0.343 -5.476 5.173
C24 0.981 -4.443 5.849
C25 0.532 -3.137 5.746
C26 -0.461 -2.879 4.816
C27 -1.121 -3.889 4.176
C28 -0.664 -5.195 4.256
N6 -0.847 -1.486 4.594
O15 0.028 -0.636 4.480
O16 -1.969 -1.240 4.190
H16 0.665 -6.507 5.252
H17 1.762 -4.740 6.538
H18 1.155 -2.387 6.201
H19 -2.008 -3.713 3.582
H20 -1.267 -5.987 3.835
C29 -2.269 1.983 4.656
C30 -1.882 1.612 5.930
C31 -2.094 2.477 6.991
C32 -2.873 3.607 6.848
C33 -3.341 3.921 5.582
C34 -3.014 3.148 4.487
N7 -3.224 4.452 7.978
O17 -2.932 4.070 9.073
O18 -3.812 5.475 7.738
H21 -1.974 1.419 3.780
H22 -1.301 0.723 6.121
H23 -1.753 2.127 7.958
H24 -3.968 4.790 5.433
H25 -3.309 3.422 3.484
C35 1.968 1.705 -7.243
C36 2.559 1.334 -6.053
C37 1.754 0.640 -5.149
C38 0.466 0.282 -5.453
C39 -0.086 0.623 -6.682
C40 0.655 1.379 -7.570
N8 -0.382 -0.416 -4.509
O19 0.070 -1.090 -3.599
O20 -1.577 -0.331 -4.676
H26 2.462 2.397 -7.919
H27 3.582 1.555 -5.795
H28 2.241 0.290 -4.245
H29 -1.070 0.303 -6.995
H30 0.159 1.638 -8.492
C41 5.147 4.764 -0.841
C42 5.941 4.911 -1.974
C43 5.354 4.722 -3.223
C44 4.009 4.402 -3.284
C45 3.217 4.219 -2.175
C46 3.793 4.469 -0.941
N9 3.437 4.350 -4.643
O21 4.171 4.357 -5.590
O22 2.257 4.574 -4.727
H31 5.489 4.870 0.181
H32 6.988 5.165 -1.911
H33 5.959 4.967 -4.079
H34 2.246 3.751 -2.299
H35 3.192 4.425 -0.042
C47 -4.356 -0.719 1.633
C48 -4.142 -1.895 2.348
C49 -5.182 -2.743 2.672
C50 -6.443 -2.428 2.184
C51 -6.698 -1.201 1.604
C52 -5.638 -0.386 1.225
N10 -7.572 -3.316 2.459
O23 -8.691 -2.895 2.284
O24 -7.347 -4.422 2.900
H36 -3.506 -0.064 1.487
H37 -3.176 -2.097 2.790
H38 -5.070 -3.593 3.330
H39 -7.711 -0.875 1.415
H40 -5.870 0.541 0.719
C53 7.253 -1.817 0.864
C54 5.955 -1.659 1.305
C55 4.893 -1.872 0.447
C56 5.167 -2.323 -0.824
C57 6.456 -2.612 -1.235
C58 7.523 -2.292 -0.423
N11 4.072 -2.471 -1.777
O25 4.271 -3.215 -2.699
O26 2.984 -1.931 -1.573
H41 8.093 -1.678 1.533
H42 5.728 -1.431 2.339
H43 3.861 -1.769 0.749
H44 6.593 -2.951 -2.253
H45 8.548 -2.303 -0.761
C59 4.461 -1.032 4.793
C60 3.985 -1.517 3.576
C61 4.096 -2.837 3.196
C62 4.881 -3.670 3.975
C63 5.453 -3.229 5.142
C64 5.170 -1.938 5.567
N12 5.128 -5.037 3.505
O27 6.041 -5.652 4.020
O28 4.435 -5.458 2.615
H46 4.199 -0.042 5.137
H47 3.350 -0.908 2.940
H48 3.630 -3.213 2.294
H49 6.141 -3.837 5.711
H50 5.461 -1.644 6.570

---

# 6
3 unconnected molecules or ions with the total composition C2H11IN5. Source: the OMol25 dataset; level of theory: ωB97M-V/def2-TZVPD.

Output
net charge: +1
gap between HOMO and LUMO: 7.84 eV
E_HOMO: -0.41949 hartree

Atoms and positions in Å:
C1 1.287 -0.913 0.322
C2 0.512 1.626 0.003
N1 0.683 -1.338 -0.759
N2 0.846 -1.270 1.466
N3 -2.313 -1.607 -0.682
N4 0.376 2.267 -1.104
N5 0.161 2.169 1.236
I1 3.247 -0.059 0.071
H1 1.112 -1.413 -1.666
H2 -0.363 -1.506 -0.782
H3 0.041 -1.832 1.798
H4 1.375 -1.058 2.385
H5 -3.110 -1.071 -0.334
H6 -2.240 -1.098 -1.536
H7 0.157 3.364 -1.232
H8 0.526 1.700 -1.966
H9 -0.005 3.144 1.443
H10 0.408 1.528 2.024
H11 -2.701 -2.632 -0.688

---

# 7
2 unconnected molecules or ions with the total composition C4H12N2O. Source: the OMol25 dataset; level of theory: ωB97M-V/def2-TZVPD.

Output
net charge: 0
gap between HOMO and LUMO: 9.89 eV
E_HOMO: -0.35942 hartree
SMILES: [H]/N=N/[H].CC(C)(C)O

Atoms and positions in Å:
C1 0.659 0.684 -0.958
N1 -2.329 1.968 -0.217
N2 -2.023 1.878 0.982
H1 -2.676 1.052 -0.553
H2 -0.719 0.611 1.315
H3 -1.657 2.782 1.319
H4 1.039 0.211 -1.858
H5 -0.286 1.153 -1.217
H6 1.364 1.441 -0.621
C2 1.910 -1.070 0.378
C3 -0.486 -1.488 -0.282
C4 0.535 -0.434 0.165
O1 0.160 0.129 1.393
H7 1.861 -1.761 1.216
H8 2.637 -0.297 0.612
H9 2.231 -1.607 -0.511
H10 -0.165 -1.971 -1.202
H11 -1.461 -1.034 -0.451
H12 -0.594 -2.248 0.490

---

# 8
A molecular structure, C16H42O17P2S6Tl2. Source: the OMol25 dataset; level of theory: ωB97M-V/def2-TZVPD.

Output
net charge: 0
gap between HOMO and LUMO: 3.78 eV
E_HOMO: -0.30623 hartree

Atoms and positions in Å:
Tl1 -0.552 0.545 -0.211
Tl2 -3.201 4.006 -1.532
P1 0.225 3.872 -0.164
O1 1.145 5.090 -0.401
O2 -1.097 4.492 0.445
O3 0.880 2.760 0.727
O4 -0.427 3.180 -1.407
P2 -3.761 0.906 -0.740
O5 -5.218 1.344 -1.162
O6 -2.747 1.356 -1.892
O7 -3.345 -0.549 -0.370
O8 -3.060 1.805 0.335
C1 1.386 -2.620 5.632
C2 0.051 -1.829 5.487
C3 -0.761 -2.512 4.348
O9 -1.985 -2.515 5.151
C4 -1.754 -2.510 6.479
O10 -2.579 -2.667 7.386
O11 -0.528 -2.103 6.658
H1 1.189 -3.679 5.799
H2 2.140 -2.182 6.285
H3 1.906 -2.507 4.681
H4 0.106 -0.759 5.289
H5 -0.481 -3.506 4.000
H6 -0.816 -1.844 3.489
C5 3.193 2.636 -2.583
S1 3.265 0.924 -1.972
O12 1.811 0.386 -1.982
C6 4.181 0.125 -3.367
H7 4.162 3.128 -2.501
H8 2.660 3.269 -1.873
H9 2.613 2.805 -3.491
H10 5.263 0.075 -3.249
H11 3.843 0.475 -4.342
H12 3.760 -0.879 -3.422
C7 -2.231 -1.696 -3.412
S2 -0.445 -1.482 -3.334
O13 0.001 -1.858 -1.902
C8 0.038 -2.812 -4.565
H13 -2.539 -1.431 -4.424
H14 -2.628 -0.835 -2.875
H15 -2.917 -2.442 -3.010
H16 0.004 -2.617 -5.637
H17 -0.547 -3.710 -4.368
H18 1.021 -3.168 -4.253
C9 -0.580 1.877 -4.655
S3 -1.539 3.288 -5.388
O14 -2.170 3.995 -4.209
C10 -0.085 4.337 -5.811
H19 -0.061 2.144 -3.734
H20 -0.012 1.271 -5.360
H21 -1.341 1.136 -4.409
H22 0.627 4.637 -5.042
H23 -0.372 5.336 -6.139
H24 0.504 4.001 -6.665
C11 -2.898 0.830 3.803
S4 -1.198 1.493 3.820
O15 -0.480 0.761 2.647
C12 -1.781 3.046 3.125
H25 -3.559 1.123 2.987
H26 -3.350 1.375 4.631
H27 -2.734 -0.228 4.012
H28 -2.364 3.511 3.919
H29 -2.342 2.891 2.203
H30 -1.036 3.706 2.679
C13 2.719 0.926 2.896
S5 2.682 -0.736 2.280
O16 1.829 -0.480 1.032
C14 4.359 -0.667 1.405
H31 2.743 1.716 2.145
H32 3.631 1.042 3.480
H33 1.860 0.991 3.564
H34 4.758 -1.681 1.441
H35 5.141 -0.017 1.798
H36 4.340 -0.370 0.356
C15 0.519 -4.298 -0.089
S6 -0.814 -3.524 0.927
O17 -0.716 -2.030 0.813
C16 -2.220 -4.038 -0.207
H37 0.453 -5.302 0.330
H38 1.474 -3.777 -0.016
H39 0.320 -4.315 -1.161
H40 -1.930 -4.382 -1.200
H41 -2.905 -3.193 -0.286
H42 -2.698 -4.858 0.329

---

Across the entries above, M takes the values 826.3, 164.0, 594.0, 563.8, 1854.9, 232.0, 104.2, 1169.6 g/mol, respectively.
Across the entries above, largest force on an atom takes the values 1.5, 6.7, 0.7, 0.8, 3.7, 6.7, 1.7, 5.7 eV Å⁻¹, respectively.